Entry 1:
74
Properties=species:S:1:pos:R:3:forces:R:3 method="wB97M-V/def2-TZVPD" homo_lumo_gap_ev="2.9 / 2.9" charge=-2 e_above_lowest_kcal_mol=108.29 homo_ev="-0.34 / -0.34" spin_multiplicity=1
Pt -1.760535 0.481619 1.291895 0.834 1.187 -0.430
S -0.549333 4.357506 3.861454 0.609 -1.033 -0.179
Sb -1.014866 2.083525 4.114161 -2.239 1.599 0.936
S 1.228104 0.094642 2.466248 -0.200 0.730 -0.208
S -3.117677 1.829604 2.950065 0.906 -0.348 0.110
S -1.580978 1.676667 6.348732 0.781 -0.417 -0.789
Se -2.764697 -0.778323 -2.651623 0.275 -0.781 -0.515
Se -4.104130 0.971635 -0.498137 0.084 0.751 0.821
C -2.846883 2.347260 -0.500239 -1.152 -0.860 0.251
C -3.086371 3.592882 -1.093578 0.555 0.583 -0.196
C -2.175586 4.610509 -0.921428 -0.409 -0.284 -0.068
C -1.030939 4.379940 -0.153951 0.308 -0.188 0.046
C -0.832483 3.123377 0.364250 0.191 0.427 0.051
N -1.708749 2.122733 0.192278 0.151 0.756 -0.395
C -2.284807 -2.135827 -1.450812 -0.077 0.692 -1.098
C -3.103180 -3.282493 -1.364937 -0.054 -0.443 0.560
C -2.733288 -4.321551 -0.542728 -0.143 0.226 -0.247
C -1.527528 -4.230726 0.157098 0.107 -0.217 0.267
C -0.783701 -3.076372 0.014719 -0.265 0.115 0.055
N -1.145313 -2.036950 -0.744293 0.521 -0.400 0.269
H -3.997475 3.732065 -1.656515 -0.027 -0.056 0.024
H -2.359508 5.587146 -1.350314 -0.011 0.049 -0.019
H -0.311929 5.160066 0.045391 0.059 -0.031 0.020
H 0.050980 2.897002 0.947179 -0.080 0.046 0.069
H -4.014009 -3.310495 -1.946797 0.033 0.021 0.001
H -3.362455 -5.200859 -0.451610 0.015 -0.032 -0.004
H -1.196440 -5.034962 0.802035 0.085 0.035 0.019
H 0.166447 -2.968076 0.531372 -0.083 -0.031 0.133
I -0.788264 -2.771608 6.195669 -0.190 0.177 -0.168
C -2.035556 -2.114580 4.639217 -0.063 -0.498 0.519
C -3.390046 -2.401092 4.653334 0.209 0.305 -0.372
C -4.117051 -2.020070 3.532010 0.000 -0.325 0.403
C -3.489280 -1.378265 2.490347 0.170 -0.102 -0.257
N -2.177485 -1.062762 2.515342 -0.677 -0.776 0.857
C -1.466733 -1.442324 3.584494 0.078 -0.063 -0.517
H -3.854557 -2.885251 5.498150 -0.026 -0.062 0.031
H -5.177206 -2.221368 3.480283 -0.022 0.040 -0.094
H -4.034854 -1.077603 1.603080 0.103 0.101 0.039
H -0.412188 -1.208901 3.576755 -0.077 0.131 0.014
C 0.268043 0.294075 1.147410 -0.623 -1.186 0.512
Ge 1.309836 0.056075 -0.516287 0.670 0.144 -0.829
C 2.741079 1.470247 -0.492417 -0.286 -0.115 0.234
C 3.614680 1.510670 -1.577721 -0.043 -0.151 -0.053
C 4.582043 2.495131 -1.691505 0.074 -0.001 -0.020
C 4.684971 3.480565 -0.718257 0.015 0.052 0.006
C 3.827602 3.456429 0.369975 0.053 0.069 0.044
C 2.873937 2.453588 0.482021 -0.097 -0.090 0.039
C 2.416455 -1.591048 -0.376658 -0.388 0.247 0.102
C 3.522374 -1.539866 0.469945 0.049 0.058 -0.059
C 4.394615 -2.611398 0.571642 0.067 -0.013 0.014
C 4.173250 -3.757620 -0.177859 -0.002 -0.070 0.006
C 3.044749 -3.846149 -0.978760 0.061 -0.051 -0.039
C 2.167303 -2.774016 -1.064262 -0.042 0.101 -0.240
C 0.628825 0.440518 -2.330666 -0.043 -0.090 0.444
C 0.646737 -0.434508 -3.407256 0.112 -0.154 0.107
C 0.189594 -0.034285 -4.653266 0.076 0.031 -0.114
C -0.311371 1.243910 -4.835932 0.047 0.013 -0.019
C -0.318966 2.133854 -3.772505 -0.029 0.049 0.003
C 0.169007 1.735914 -2.541603 0.055 -0.004 0.125
H 3.526081 0.752489 -2.349055 0.028 0.033 -0.072
H 5.256159 2.496846 -2.540607 -0.020 0.013 -0.015
H 5.426518 4.265196 -0.813006 0.014 -0.003 0.011
H 3.890718 4.216371 1.139077 0.024 0.026 0.000
H 2.229536 2.437068 1.352272 -0.004 0.083 0.025
H 3.693659 -0.647718 1.057419 0.109 0.034 -0.024
H 5.250774 -2.546700 1.232060 0.032 -0.004 -0.005
H 4.876055 -4.581072 -0.136465 -0.018 -0.043 0.058
H 2.847659 -4.752042 -1.539751 -0.021 0.006 -0.005
H 1.271268 -2.857029 -1.666336 0.038 -0.039 -0.034
H 1.013508 -1.443999 -3.278862 -0.067 -0.053 -0.019
H 0.198819 -0.734173 -5.479966 -0.022 -0.026 0.020
H -0.694797 1.547862 -5.802251 -0.031 -0.020 -0.018
H -0.715893 3.135125 -3.886429 0.006 0.020 -0.048
H 0.195723 2.441984 -1.722711 -0.074 0.113 -0.076

---

Entry 2:
25
Properties=species:S:1:pos:R:3:forces:R:3 method="wB97M-V/def2-TZVPD" homo_lumo_gap_ev="7.7 / 3.5" charge=+4 homo_ev="-22.59 / -22.54" spin_multiplicity=11
Rh -0.262735 -1.415527 -4.105894 -0.754 -2.881 4.136
Eu -0.186649 0.606159 0.473074 1.571 -2.487 1.653
Cl -0.497310 -3.227233 -2.728328 0.128 0.863 -0.430
Cl -0.831276 2.462003 -0.997910 -1.123 3.149 -2.377
C 1.887776 2.232065 1.424919 1.853 6.869 -0.099
C -0.029645 -2.519288 -5.533593 0.550 -3.981 -8.068
C -0.106827 0.195111 -4.950545 0.580 7.571 -5.313
O 2.231747 3.355978 1.430836 -1.763 -6.629 0.109
O 0.036660 -3.130151 -6.534264 -0.275 3.239 5.978
O -0.055599 1.222913 -5.506175 -0.207 -4.931 2.917
C -1.268088 -2.116493 5.187125 -0.444 -0.377 -0.056
N -1.864816 -1.361459 4.093473 -1.782 -0.296 2.250
C -3.282683 -1.062881 4.209376 -0.030 -0.872 0.611
C -1.119466 -0.879282 3.083532 1.622 2.022 -3.753
C 0.369764 -1.117827 3.059809 0.142 -0.664 0.304
O -1.607948 -0.169474 2.137692 -0.174 -1.968 3.005
H -2.036213 -2.430144 5.880840 -0.170 0.053 0.034
H -0.529377 -1.532479 5.740195 0.312 0.353 -0.053
H -0.768194 -3.010127 4.808096 0.226 -0.144 -0.186
H -3.487269 0.001321 4.298348 0.143 0.504 -0.298
H -3.807318 -1.468423 3.345568 -0.157 0.131 -0.492
H -3.660447 -1.561548 5.102356 0.020 0.119 -0.151
H 0.743723 -1.525336 2.090230 -0.373 0.482 0.446
H 0.891122 -0.204941 3.390266 -0.055 -0.116 -0.237
H 0.672971 -1.885736 3.763487 0.161 -0.007 0.069

---

Entry 3:
12
Properties=species:S:1:pos:R:3:forces:R:3 method="wB97M-V/def2-TZVPD" homo_lumo_gap_ev=11.2 e_above_lowest_kcal_mol=25.09 homo_ev=-10.24 smiles=CO.CO spin_multiplicity=1
C -3.667728 0.905518 2.706344 -1.381 0.788 -0.372
O -2.850388 1.029988 1.581494 1.631 -0.316 -0.353
H -4.672648 0.797788 2.298124 -0.438 -0.704 0.608
H -3.351398 0.081478 3.345864 -0.007 -0.048 -0.407
H -3.750478 1.802568 3.319984 0.512 0.237 0.159
H -3.053828 1.783068 1.021974 -0.317 0.044 0.364
C 3.243002 -1.033522 -2.558636 0.400 -1.288 0.525
O 4.253322 -1.606512 -1.638636 -1.172 1.198 -0.991
H 3.685892 -0.295992 -3.227966 -0.025 -0.172 -0.052
H 2.838222 -1.891612 -3.095246 0.248 0.130 -0.404
H 2.359772 -0.608322 -2.081986 0.362 0.267 0.611
H 4.966262 -0.964442 -1.671316 0.187 -0.137 0.312

---

Entry 4:
25
Properties=species:S:1:pos:R:3:forces:R:3 method="wB97M-V/def2-TZVPD" homo_lumo_gap_ev="9.7 / 9.7" e_above_lowest_kcal_mol=114.78 homo_ev="-8.84 / -8.84" spin_multiplicity=1
C 1.612275 -2.451922 1.443077 -0.003 0.221 -0.159
N 1.962277 0.216057 1.001741 1.298 -1.124 0.827
N 1.925730 -0.041487 -0.269288 -0.205 -0.482 -0.072
O 1.658469 -1.236856 2.107045 -0.809 -0.384 0.104
H 2.763467 -0.293268 1.478650 -0.266 1.651 -0.964
H 1.047099 0.188111 -0.736175 0.152 -0.120 0.097
H 2.495998 -0.781701 -0.681115 -0.135 0.331 0.117
H 2.587504 -2.962382 1.432917 -0.075 -0.093 0.049
H 1.303304 -2.342408 0.380349 -0.043 0.057 0.085
H 0.862760 -3.099698 1.912032 0.067 -0.064 -0.076
C -1.145957 1.926952 0.543982 -0.082 0.021 -0.089
C -1.515281 -0.556472 0.751290 0.012 0.032 -0.041
C -0.968993 1.482613 -2.549652 -0.010 0.035 0.032
C -1.283920 0.611079 -0.169151 0.108 -0.075 -0.054
C -1.185042 0.440397 -1.491819 0.005 0.035 0.058
H -1.290264 -0.571793 -1.875486 -0.062 -0.047 0.065
H -0.955193 2.762916 -0.125160 0.000 0.003 0.011
H -2.062559 2.141859 1.099753 0.020 0.007 0.012
H -1.589208 -1.496725 0.204932 -0.033 0.004 -0.015
H -2.436069 -0.410060 1.321657 -0.020 -0.018 -0.014
H -0.702363 -0.638390 1.476414 0.064 -0.001 0.028
H -0.333376 1.869448 1.270862 0.005 -0.015 0.010
H -0.151662 1.196257 -3.217225 -0.023 0.018 0.006
H -1.862533 1.584967 -3.171816 0.040 0.004 -0.002
H -0.736463 2.462506 -2.137815 -0.003 0.007 -0.013

---

Electronic energy per entry: -10605.9029, -2367.2677, -231.4223, -422.8038 hartree